(1)
Formula: C24H41F9N3O6S2
Source: OMol25
Level of theory: the ωB97M-V functional and the def2-TZVPD basis

Values from the calculation:
LUMO level (alpha / beta) = 2.4 / 2.4 eV
expectation value of S² = 2.0083
total energy = -88435.2531 eV
strongest force on any atom = 0.868 eV Å⁻¹
E_HOMO (alpha / beta) = -0.206 / -0.206 hartree

Structure (ORCA input):
```
! wB97M-V def2-TZVPD RIJCOSX def2/J DEFGRID3
* xyz -1 3
S -1.361 0.626 1.693
S -0.983 2.565 3.584
F 1.535 3.579 -1.436
F 3.462 4.980 -0.112
F 4.006 2.185 -2.100
F 1.883 2.846 0.585
F 1.568 1.164 -2.451
F 4.203 4.700 -2.135
F 4.285 2.041 0.049
F 5.459 4.199 -0.441
F 2.296 0.287 -0.597
O -3.333 0.370 -2.872
O -1.159 3.997 3.493
O 2.684 -2.701 1.234
O -2.629 0.840 1.020
O -1.361 -0.413 2.708
O -0.073 2.075 4.591
N 3.482 -3.103 2.148
N -0.694 1.981 2.142
N -4.470 0.789 -2.456
C 4.567 -1.112 3.107
C -4.786 2.167 -2.963
C 5.753 -2.529 1.403
C 2.149 -1.582 3.530
C 4.446 -4.346 0.275
C 3.525 -2.209 3.360
C 3.845 -2.990 4.641
C 5.918 -1.649 2.640
C 1.484 1.255 -1.094
C -6.640 -0.023 -1.476
C 4.197 4.190 -0.898
C -3.486 2.966 -2.980
C -5.527 -0.277 -2.501
C 4.759 -3.679 1.610
C -6.506 1.029 -4.468
C 0.035 1.104 -0.657
C -4.860 -1.598 -2.128
C -0.204 0.078 0.457
C 5.339 -4.757 2.531
C -6.087 -0.336 -3.927
C 3.660 2.719 -0.918
C 2.122 2.610 -0.702
C -5.356 2.031 -4.379
C -5.753 2.910 -2.036
H -5.318 -0.758 -4.583
H -7.382 0.699 -1.806
H -4.101 -1.885 -2.849
H -2.769 2.559 -3.686
H 4.677 -0.531 4.027
H -0.671 -0.830 0.064
H -5.860 3.934 -2.396
H 2.143 -0.964 4.428
H -5.676 3.021 -4.716
H -5.348 2.944 -1.023
H 4.602 -5.542 2.705
H -6.747 2.479 -1.993
H 3.525 -2.394 5.495
H -7.169 -0.960 -1.296
H 3.664 -5.098 0.392
H 3.299 -3.935 4.665
H 4.114 -3.626 -0.467
H -6.816 0.925 -5.511
H 1.889 -0.946 2.689
H -6.217 0.315 -0.529
H -7.379 1.405 -3.927
H 6.576 -0.811 2.400
H -0.533 0.815 -1.546
H 5.352 -4.837 -0.088
H -2.193 2.052 3.899
H -3.717 3.995 -3.263
H -4.550 1.709 -5.046
H 5.395 -1.912 0.574
H 6.204 -5.204 2.038
H -5.628 -2.375 -2.094
H 5.674 -4.385 3.492
H 4.172 -0.431 2.347
H -6.931 -1.032 -3.932
H -3.029 2.971 -1.990
H 6.713 -2.955 1.098
H 0.701 -0.203 0.996
H -0.354 2.078 -0.342
H -4.390 -1.524 -1.146
H 6.412 -2.206 3.441
H 1.371 -2.339 3.629
H 4.904 -3.197 4.778
*
```

Mulliken charges in e: number 1, S, carries 0.90; number 2, S, carries 0.76; number 3, F, carries -0.35; number 4, F, carries -0.24; number 5, F, carries -0.28; number 6, F, carries -0.28; number 7, F, carries -0.37; number 8, F, carries -0.26; number 9, F, carries -0.28; number 10, F, carries -0.26; number 11, F, carries -0.23; number 12, O, carries -0.65; number 13, O, carries -0.66; number 14, O, carries -0.59; number 15, O, carries -0.48; number 16, O, carries -0.68; number 17, O, carries -0.63; number 18, N, carries 0.54; number 19, N, carries -0.23; number 20, N, carries 0.89; number 21, C, carries -1.09; number 22, C, carries 1.63; number 23, C, carries -1.25; number 24, C, carries -1.63; number 25, C, carries -1.83; number 26, C, carries 2.04; number 27, C, carries -2.02; number 28, C, carries -0.47; number 29, C, carries 1.24; number 30, C, carries -1.77; number 31, C, carries 0.67; number 32, C, carries -1.99; number 33, C, carries 1.65; number 34, C, carries 1.64; number 35, C, carries -0.44; number 36, C, carries -1.34; number 37, C, carries -1.93; number 38, C, carries 0.85; number 39, C, carries -1.67; number 40, C, carries -1.29; number 41, C, carries 0.61; number 42, C, carries 0.39; number 43, C, carries -1.32; number 44, C, carries -1.69; number 45, H, carries 0.38; number 46, H, carries 0.31; number 47, H, carries 0.38; number 48, H, carries 0.38; number 49, H, carries 0.45; number 50, H, carries 0.45; number 51, H, carries 0.47; number 52, H, carries 0.44; number 53, H, carries 0.40; number 54, H, carries 0.34; number 55, H, carries 0.36; number 56, H, carries 0.29; number 57, H, carries 0.48; number 58, H, carries 0.50; number 59, H, carries 0.45; number 60, H, carries 0.37; number 61, H, carries 0.33; number 62, H, carries 0.39; number 63, H, carries -0.21; number 64, H, carries 0.32; number 65, H, carries 0.30; number 66, H, carries 0.43; number 67, H, carries 0.23; number 68, H, carries 0.42; number 69, H, carries 0.11; number 70, H, carries 0.45; number 71, H, carries 0.35; number 72, H, carries 0.30; number 73, H, carries 0.44; number 74, H, carries 0.45; number 75, H, carries 0.30; number 76, H, carries 0.11; number 77, H, carries 0.35; number 78, H, carries 0.45; number 79, H, carries 0.41; number 80, H, carries -1.03; number 81, H, carries 0.47; number 82, H, carries 0.40; number 83, H, carries 0.31; number 84, H, carries 0.50; number 85, H, carries 0.33

---

(2)
Formula: C7H8N4OS
Source: OMol25
Level of theory: the ωB97M-V functional and the def2-TZVPD basis

Values from the calculation:
LUMO level (alpha / beta) = -0.1 / -0.1 eV
energy relative to the best compared isomer or geometry (same formula, charge and spin) = 125.6 kcal per mole
total energy = -26226.1938 eV
SMILES = S/C=N/c1ccccc1.[H]/N=N/N=O
strongest force on any atom = 1.952 eV Å⁻¹
E_HOMO (alpha / beta) = -0.316 / -0.316 hartree

Structure (ORCA input):
```
! wB97M-V def2-TZVPD RIJCOSX def2/J DEFGRID3
* xyz 0 1
S -3.015 1.831 0.622
O -3.600 -0.708 -1.717
N -2.059 -1.975 1.093
N -2.739 -1.515 0.196
N -2.839 -0.932 -0.811
N -0.688 0.653 0.664
C 2.748 0.866 -0.636
C 2.403 -1.272 0.390
C 3.235 -0.375 -0.263
C 1.434 1.206 -0.374
C 0.596 0.309 0.290
C 1.098 -0.934 0.684
C -1.502 1.272 -0.071
H 2.782 -2.241 0.680
H 1.058 2.182 -0.650
H 3.390 1.574 -1.141
H -1.359 1.529 -1.124
H 4.258 -0.643 -0.477
H -2.090 -1.465 1.972
H 0.438 -1.619 1.194
H -3.549 2.258 -0.520
*
```

Mulliken charges in e: number 1, S, carries -0.12; number 2, O, carries -0.60; number 3, N, carries -0.60; number 4, N, carries 0.50; number 5, N, carries 0.44; number 6, N, carries -0.38; number 7, C, carries -0.55; number 8, C, carries -0.58; number 9, C, carries -0.44; number 10, C, carries -0.22; number 11, C, carries 0.40; number 12, C, carries -0.25; number 13, C, carries -0.32; number 14, H, carries 0.37; number 15, H, carries 0.40; number 16, H, carries 0.36; number 17, H, carries 0.42; number 18, H, carries 0.38; number 19, H, carries 0.28; number 20, H, carries 0.36; number 21, H, carries 0.16

---

(3)
Formula: C6H10O2
Source: OMol25
Level of theory: the ωB97M-V functional and the def2-TZVPD basis

Values from the calculation:
LUMO level = 0.9 eV
energy relative to the best compared isomer or geometry (same formula, charge and spin) = 190.4 kcal per mole
total energy = -10470.9115 eV
SMILES = C1C[C@@H]2COC[C@@H]1O2
strongest force on any atom = 5.257 eV Å⁻¹
E_HOMO = -0.340 hartree

Structure (ORCA input):
```
! wB97M-V def2-TZVPD RIJCOSX def2/J DEFGRID3
* xyz 0 1
O -1.865 -0.537 -0.667
O -0.381 1.321 0.025
C 0.289 0.319 -0.911
C -0.444 0.409 1.109
C -0.830 0.043 -1.683
C 1.655 0.744 -0.527
C -1.327 -0.890 0.636
C 1.144 0.142 1.191
H 2.348 0.082 -0.843
H -0.640 -1.781 0.270
H -1.000 0.578 2.048
H 1.748 0.616 1.970
H -2.140 -1.417 1.520
H 0.364 -0.634 -0.254
H 1.796 1.933 -0.538
H 1.261 -0.986 0.947
H -1.302 0.864 -1.978
H -0.675 -0.805 -2.315
*
```

Mulliken charges in e: number 1, O, carries -0.41; number 2, O, carries -0.46; number 3, C, carries 0.11; number 4, C, carries -0.02; number 5, C, carries -0.47; number 6, C, carries -0.62; number 7, C, carries -0.41; number 8, C, carries -0.76; number 9, H, carries 0.40; number 10, H, carries 0.28; number 11, H, carries 0.42; number 12, H, carries 0.36; number 13, H, carries 0.29; number 14, H, carries 0.10; number 15, H, carries 0.25; number 16, H, carries 0.35; number 17, H, carries 0.34; number 18, H, carries 0.25

---

(4)
Formula: CH3ClOS2
Source: OMol25
Level of theory: the ωB97M-V functional and the def2-TZVPD basis

Values from the calculation:
LUMO level (alpha / beta) = -1.4 / -1.9 eV
energy relative to the best compared isomer or geometry (same formula, charge and spin) = 54.7 kcal per mole
total energy = -37323.3187 eV
strongest force on any atom = 2.562 eV Å⁻¹
E_HOMO (alpha / beta) = -0.343 / -0.323 hartree

Structure (ORCA input):
```
! wB97M-V def2-TZVPD RIJCOSX def2/J DEFGRID3
* xyz 0 1
Cl -1.145 -3.290 -0.508
S 0.187 0.011 0.081
S -1.815 -1.859 -1.833
O -2.777 -1.059 -1.094
C 1.213 1.273 0.772
H 2.295 1.117 0.486
H 0.867 1.477 1.845
H 1.176 2.329 0.250
*
```

Mulliken charges in e: number 1, Cl, carries -0.14; number 2, S, carries -0.01; number 3, S, carries 0.42; number 4, O, carries -0.33; number 5, C, carries -0.76; number 6, H, carries 0.29; number 7, H, carries 0.26; number 8, H, carries 0.27

---

Let's list molecular weight in order: 702.7 196.2 114.1 130.6 Da.